Record 1
Entry from the Open Molecules 2025 dataset: a gas-phase ion, C5H8NOS (charge +1) at a distorted geometry (ωB97M-V/def2-TZVPD).

Last column: natural (NBO) charge in e.
Atoms and positions in Å:
C (-0.04083, 2.31972, 0.11941)  -0.17
H (-2.33404, 1.31585, -1.24798)  0.25
C (2.52556, -1.63723, 0.02870)  -0.23
H (-0.54302, 3.17472, -0.05804)  0.25
H (3.49135, -1.97691, 0.42289)  0.24
C (0.11273, 0.03032, -0.03462)  -0.12
H (1.84074, -1.76637, 0.75504)  0.17
S (1.66430, 2.25151, 0.08471)  0.61
H (-0.03305, -1.01108, 0.20022)  0.26
C (-2.06754, 1.05428, -0.21562)  -0.39
N (-0.61928, 1.13060, 0.10645)  -0.26
O (2.75133, -0.22345, 0.03893)  -0.44
H (-2.52428, 1.73012, 0.51193)  0.23
H (2.05923, -1.85929, -0.85885)  0.20
H (-2.30163, 0.14033, 0.12546)  0.22
C (1.71018, 0.55487, 0.01552)  0.18

Forces on atoms 1 to 3 (eV/Å):
C 2.385 -3.022 0.413
H 0.433 -0.355 0.381
C 2.669 1.684 1.140

The value obtained for the frontier orbital gap is 0.333 Ha. The charge is +1. The HOMO energy comes out at -13.07 eV. The energy above the lowest of the compared OMol25 structures with the same formula, charge and spin comes out at 3.094 eV. The spin multiplicity is 1.

Record 2
Entry from the Open Molecules 2025 dataset: a molecular structure, C29H25BrF5IO2Y (ωB97M-V/def2-TZVPD).

Last column: natural (NBO) charge in e.
Atoms and positions in Å:
C (2.19998, 3.16930, -1.23141)  -0.63
C (2.35888, -6.20543, -2.49232)  -0.06
H (1.73669, 2.85420, -2.16876)  0.22
C (-1.68922, 3.82292, -1.93394)  -0.20
H (1.15887, -4.77850, 0.32464)  0.24
C (-2.68261, 3.49866, -2.80533)  -0.25
H (3.29999, -1.86543, 0.71620)  0.21
C (0.88062, 3.33563, 1.74345)  -0.64
H (-0.18476, 3.34035, 1.50511)  0.23
C (3.74986, 0.46830, -1.43533)  -0.62
H (4.77045, 0.85580, -1.33940)  0.20
H (1.30309, 4.28733, 1.40941)  0.20
H (3.80424, -0.61784, -1.50203)  0.22
C (1.52985, -4.88732, -0.68614)  -0.16
F (-0.03950, -1.60806, 3.47195)  -0.33
C (3.59763, -1.01405, 1.33135)  -0.61
F (-1.73768, -2.41925, 2.39227)  -0.33
C (-3.87315, -0.50790, -3.28146)  -0.28
H (3.43294, -1.29288, 2.37152)  0.22
H (2.76967, 1.28074, 3.87066)  0.20
C (-4.49931, 0.51272, -4.02989)  -0.22
C (-1.24033, 1.44969, -1.37673)  -0.42
H (-4.20840, -1.53206, -3.36603)  0.22
F (-2.05001, -1.18278, 4.14105)  -0.34
C (-1.28607, -1.32494, 3.03604)  0.90
H (3.23868, 3.43940, -1.44260)  0.21
F (-2.59000, -0.02342, 1.65044)  -0.37
H (0.96105, 3.30014, 2.82943)  0.22
C (-2.85155, -0.18356, -2.43758)  -0.08
H (4.67336, -0.87126, 1.19058)  0.20
H (-0.19542, 3.12903, -0.59227)  0.20
C (1.23303, -2.41536, -0.92876)  0.76
O (1.35620, -1.39510, -1.65756)  -0.76
C (2.16703, 2.09290, -0.17854)  -0.18
C (-0.98834, 2.80360, -1.25028)  -0.27
H (3.34036, 0.83388, -2.37803)  0.22
H (2.16102, -2.95924, -3.38854)  0.24
H (-1.42103, 4.86201, -1.77274)  0.20
O (0.77655, -2.34891, 0.24405)  -0.75
C (2.84790, 0.24658, 0.98658)  -0.20
Y (0.41077, 0.01427, 0.02131)  1.77
H (-5.30711, 0.26351, -4.70685)  0.20
H (1.00696, 1.22845, 3.73028)  0.24
C (2.09499, -3.85338, -2.78317)  -0.16
H (2.82504, -5.18132, -4.31548)  0.22
C (-1.26722, -0.12512, 2.08609)  0.15
C (1.89499, -6.12591, -1.18819)  -0.26
C (2.91184, 0.90089, -0.26776)  -0.15
H (1.82115, -7.01774, -0.58179)  0.22
C (-4.09336, 1.80196, -3.86875)  -0.22
H (1.93461, -0.24683, 3.58753)  0.22
H (-4.58051, 2.60364, -4.41392)  0.20
I (-2.08367, -1.77144, -1.28708)  0.27
C (-2.34243, 1.13326, -2.24424)  -0.16
F (-1.12573, 0.98689, 2.93784)  -0.39
C (1.63188, 2.17833, 1.13899)  -0.09
C (1.63084, -3.75091, -1.48068)  -0.09
H (-3.21854, 4.26234, -3.35879)  0.19
H (1.68703, 4.07217, -0.90157)  0.21
C (2.46369, -5.08741, -3.30105)  -0.26
C (2.07380, 1.03780, 1.86224)  -0.15
C (-3.04084, 2.13998, -2.98247)  0.03
C (1.93224, 0.81248, 3.34140)  -0.64
Br (2.86474, -7.90100, -3.18956)  0.03

Forces on atoms 1 to 3 (eV/Å):
C -0.015 -0.102 0.062
C -0.008 -0.049 0.036
H 0.001 0.039 -0.007

The value obtained for the frontier orbital gap is 0.271 Ha. The charge is -1. The HOMO energy comes out at -5.14 eV. The energy above the lowest of the compared OMol25 structures with the same formula, charge and spin comes out at 0.454 eV. The spin multiplicity is 1.

Record 3
Entry from the Open Molecules 2025 dataset: a single C12H10Si molecule at a distorted geometry (ωB97M-V/def2-TZVPD).

Last column: natural (NBO) charge in e.
Atoms and positions in Å:
C (1.10291, 0.47206, 2.99972)  -0.38
H (0.34826, 2.87615, 2.14396)  -0.20
C (-0.67504, 0.24854, -0.69236)  -0.16
C (-2.18478, 0.42250, -2.61418)  -0.21
C (1.24389, -1.41713, 1.36849)  -0.29
Si (-0.22603, 1.63013, 2.29100)  1.26
H (-1.13699, -0.04218, -4.54651)  0.21
C (0.17425, -0.24400, -2.92164)  -0.22
H (2.71015, -0.22624, 4.10419)  0.22
C (-1.05275, 0.03612, -3.45362)  -0.19
H (-3.24201, 0.73914, -2.88505)  0.23
C (-0.45912, 0.58302, 0.68124)  -0.26
H (0.97039, -0.50058, -3.52844)  0.21
H (1.10868, -2.10428, 0.54229)  0.23
H (-1.21034, 1.50739, 3.22751)  -0.19
C (-1.90209, 0.59254, -1.22826)  -0.16
C (2.02638, -0.42884, 3.36568)  -0.27
H (2.66333, -2.47930, 2.79460)  0.22
H (1.26794, -0.50059, -1.11665)  0.22
H (-2.78971, 0.89222, -0.67944)  0.22
C (0.35214, -0.12731, -1.52352)  -0.15
C (2.06111, -1.57091, 2.47078)  -0.17
C (0.57275, -0.14351, 1.49547)  -0.16

Forces on atoms 1 to 3 (eV/Å):
C -2.038 0.455 -3.530
H 0.390 2.240 -0.431
C -0.656 1.323 0.146

The value obtained for the frontier orbital gap (alpha / beta) is 0.274 / 0.274 Ha. The HOMO energy (alpha / beta) comes out at -8.19 / -8.19 eV. The energy above the lowest of the compared OMol25 structures with the same formula, charge and spin comes out at 0.000 eV. The spin multiplicity is 1.

Record 4
Entry from the Open Molecules 2025 dataset: a single C5H7P molecule at a distorted geometry (ωB97M-V/def2-TZVPD).

Last column: natural (NBO) charge in e.
Atoms and positions in Å:
C (-0.98389, 0.17971, -0.99876)  -0.18
C (-1.06742, 0.57092, 0.40058)  -0.45
H (-1.44382, 1.53262, 0.46037)  0.22
C (0.22208, 0.40795, 1.20379)  -0.72
H (-1.79896, -0.06005, 0.90590)  0.20
H (-0.16606, 0.53382, 2.25375)  0.22
H (-1.67245, 0.27055, -1.80001)  0.22
H (0.38397, -0.77409, -2.24748)  0.18
P (1.58818, -0.92248, 1.28380)  0.68
H (0.86777, 1.31210, 1.22633)  0.23
H (2.17594, -1.59579, -1.02886)  0.19
C (0.25424, -0.45900, -1.22640)  -0.23
C (1.64044, -0.99625, -0.43301)  -0.57

Forces on atoms 1 to 3 (eV/Å):
C 6.295 -2.744 0.532
C -0.331 -1.946 0.581
H -0.522 2.229 0.618

The value obtained for the frontier orbital gap is 0.299 Ha. Its structure (SMILES) is C1=CCCP=C1. The HOMO energy comes out at -8.29 eV. The energy above the lowest of the compared OMol25 structures with the same formula, charge and spin comes out at 2.170 eV. The spin multiplicity is 1.

Record 5
Entry from the Open Molecules 2025 dataset: a single C15H10F13N2O6P molecule at a distorted geometry (ωB97M-V/def2-TZVPD).

Last column: natural (NBO) charge in e.
Atoms and positions in Å:
H (0.16203, -4.89387, -2.60907)  0.53
H (-1.81277, -0.85376, -3.89291)  0.27
H (-1.12898, 1.63579, 1.03371)  0.28
O (-2.19852, 1.93317, -0.97895)  -0.70
C (-2.11263, -0.35962, -0.54151)  -0.08
F (5.26612, 3.75088, 1.77823)  -0.30
H (-1.89630, 1.84425, 2.59563)  0.26
F (0.40952, 2.58023, 2.86831)  -0.31
C (3.62774, 2.45754, 0.62996)  0.56
C (-1.91918, -1.07232, -1.73498)  0.32
C (0.09387, 1.27553, 2.72314)  0.66
F (4.96965, 1.13933, 2.08053)  -0.30
C (2.73195, 0.74768, 2.50216)  0.60
C (-1.84848, -0.22739, 1.95329)  -0.45
N (-1.35298, -2.29301, -1.67370)  -0.42
F (5.91915, 2.62124, 0.04029)  -0.30
O (-4.41307, -0.50232, -4.33149)  -0.49
C (-1.03087, -2.17538, 0.55343)  0.04
F (1.21086, 0.86708, 0.67550)  -0.31
N (-0.89452, -2.86181, -0.55335)  -0.19
F (3.27368, 2.20091, -0.63541)  -0.29
C (-1.23927, 1.18625, 2.02274)  -0.49
C (1.25369, 0.54071, 1.98279)  0.57
C (-2.86788, 0.97879, -0.57546)  0.73
F (3.85756, 0.08868, 0.53798)  -0.29
C (-2.40071, -0.51619, -3.03890)  -0.62
O (-0.78671, -4.69679, -2.55442)  -0.97
C (4.91335, 3.32549, 0.56519)  0.93
C (-3.89167, -0.76908, -3.28174)  0.46
F (2.79025, 1.65696, 3.48266)  -0.29
F (0.05037, 0.73076, 3.97122)  -0.33
H (-2.92942, -0.12065, 2.08514)  0.28
F (2.67154, 3.19842, 1.21462)  -0.30
O (-2.55721, -3.36524, -3.63424)  -0.99
O (-4.01383, 0.85630, -0.09282)  -0.70
O (-0.06198, -2.62721, -3.96745)  -1.03
P (-1.06888, -3.25119, -3.12393)  2.47
F (3.14608, -0.42069, 3.01757)  -0.30
H (-0.64949, -2.66003, 1.44544)  0.23
C (3.80012, 1.10328, 1.41272)  0.58
H (-4.46650, -1.18650, -2.43271)  0.13
H (-1.46623, -0.85636, 2.75802)  0.23
C (-1.65506, -0.91431, 0.63387)  0.07
H (-2.28528, 0.57397, -2.98190)  0.32
H (-2.85962, -4.27103, -3.78661)  0.54
F (4.67652, 4.37928, -0.20348)  -0.29
F (0.98397, -0.77772, 2.06088)  -0.32

Forces on atoms 1 to 3 (eV/Å):
H -0.107 -0.126 0.152
H -0.104 -0.013 -0.009
H -0.066 0.017 0.065

The value obtained for the frontier orbital gap is 0.282 Ha. The HOMO energy comes out at -9.28 eV. The spin multiplicity is 1.

Record 6
Entry from the Open Molecules 2025 dataset: 4 unconnected molecules or ions with the total composition C34H46NO12P3S at a distorted geometry (ωB97M-V/def2-TZVPD).

Last column: Mulliken charge in e.
Atoms and positions in Å:
H (2.38649, -3.89200, -0.73948)  0.29
C (-8.29895, -1.21433, 4.62048)  -0.35
C (-3.30908, 2.94066, -2.90683)  -0.66
H (-7.25764, -0.73494, -0.64316)  0.32
C (-5.06298, -1.17762, -0.43793)  -0.59
H (-3.59366, 3.25266, 4.79307)  0.33
H (-3.40928, -1.52801, 2.65918)  0.28
H (-0.64561, 7.21882, -2.87665)  0.24
H (3.31363, -2.07710, -4.84184)  0.31
C (1.85830, 1.45395, 2.70093)  -0.53
H (-0.92322, 1.41334, -2.36027)  0.29
H (9.40999, -1.29303, -7.92544)  0.24
C (-3.57274, 2.13838, 4.90772)  -0.47
H (-0.86196, 5.74825, -3.84037)  0.31
O (0.89266, -2.66592, -1.55005)  -0.23
C (-0.08034, 1.87042, -2.87976)  -0.56
C (-9.91501, 0.79021, 4.76300)  -0.41
C (-6.68638, -0.83330, 1.51106)  -0.21
O (-2.49684, 4.09930, -2.74648)  -0.35
S (-6.12175, 2.20814, 3.67213)  -0.28
C (3.06306, -3.12537, -4.67759)  -0.63
H (-4.78665, -1.22172, -1.51731)  0.38
H (8.95576, -2.46739, -2.22948)  0.32
C (1.21168, 1.20719, 5.17728)  -0.45
P (-1.18064, 3.99022, -1.84480)  1.03
O (-0.68261, 5.49220, -1.76869)  -0.39
H (-3.55900, -1.88202, 5.27387)  0.43
O (7.12649, -2.64710, -4.18475)  -0.50
C (-4.01269, -1.39677, 0.55668)  -0.62
H (-1.29777, 2.92521, 3.36132)  0.30
H (3.98442, -3.70739, -4.65166)  0.24
C (-9.63831, -0.64499, 4.86606)  -0.51
C (-3.62331, -0.77685, 5.15325)  -0.35
H (0.89744, -3.72817, 0.20595)  0.24
H (0.84540, 1.50183, -2.44197)  0.18
H (-4.32909, 3.26168, -3.11270)  0.26
C (-4.28918, -1.33031, 2.00030)  -0.34
H (-1.29379, 3.29537, 6.11440)  0.34
H (2.44337, -3.47437, -5.50365)  0.28
H (9.73472, -5.54071, -4.59161)  0.25
H (-2.94661, 2.35314, -3.75285)  0.26
C (-7.50297, 1.10777, 4.16707)  0.83
C (-0.33464, 2.39593, 3.56797)  -0.44
P (8.41560, -2.33748, -4.81272)  0.94
O (9.33411, -3.60659, -5.13016)  -0.32
C (-0.35107, 6.17456, -2.97633)  -0.64
H (3.10595, 0.40611, 4.22916)  0.31
H (10.36399, -4.30739, -3.48342)  0.27
C (9.45926, -1.55754, -2.55825)  -0.66
H (0.72705, 6.12363, -3.13293)  0.24
C (9.51638, -1.16252, -6.84927)  -0.62
C (-4.77534, -0.12591, 4.49908)  -0.84
C (-0.03885, 1.91304, 4.91834)  0.67
H (-0.11546, 1.58173, -3.92968)  0.28
C (2.15327, 0.97468, 4.06427)  -0.35
H (0.89826, -4.70860, -1.27320)  0.25
H (-7.74668, -0.62935, 1.78481)  0.27
C (-1.14075, 2.18794, 6.02335)  -1.24
H (8.62087, -4.69842, -3.50156)  0.30
H (-0.80586, 1.75352, 6.99888)  0.41
H (-10.51459, -1.29686, 5.11654)  0.32
H (3.82766, -0.23402, -3.11195)  0.36
H (-8.20131, -2.31998, 4.69165)  0.38
C (-2.46744, -0.01066, 5.65247)  -0.47
C (-5.63788, -1.02293, 2.52921)  1.00
O (-1.37225, 3.33317, -0.54784)  -0.54
H (0.30657, 2.54055, 1.43795)  0.45
P (1.88440, -2.05047, -2.61964)  1.07
H (10.51384, -1.62079, -2.28862)  0.27
C (-7.18305, -0.32013, 4.25413)  -0.44
H (4.73067, -0.35146, -1.59239)  0.28
C (1.30081, -3.81087, -0.80271)  -0.65
C (-4.69944, 1.34952, 4.42504)  0.70
H (-3.31103, 2.32706, -2.00401)  0.34
O (1.32548, -0.95871, -3.42557)  -0.68
H (-2.97538, -1.60245, 0.18955)  0.40
H (1.44440, 0.84081, 6.20287)  0.30
O (2.36379, -3.32861, -3.44938)  -0.39
H (9.01239, -0.70324, -2.05007)  0.25
O (8.31914, -1.61464, -6.21644)  -0.36
H (-8.94444, 2.79055, 4.28106)  0.33
O (-0.10477, 3.29899, -2.79914)  -0.31
H (4.91754, -1.61846, -2.81923)  0.29
H (10.39159, -1.72021, -6.51438)  0.32
O (3.15657, -1.65627, -1.73839)  -0.28
H (-10.91596, 1.25400, 4.91036)  0.35
C (0.59389, 2.17252, 2.44881)  -0.42
C (-8.81459, 1.69432, 4.40880)  -0.60
O (9.36357, -1.36607, -3.96824)  -0.32
H (2.59872, 1.22295, 1.90231)  0.37
C (-2.43667, 1.45126, 5.50705)  0.51
N (-5.88866, -0.91941, 3.97618)  0.24
H (-1.59147, -0.50734, 6.13931)  0.32
C (9.51743, -4.58677, -4.11395)  -0.63
C (4.21073, -0.92490, -2.35863)  -0.71
H (9.65844, -0.10328, -6.63289)  0.24
C (-6.41012, -0.91384, 0.06335)  -0.62

Forces on atoms 1 to 3 (eV/Å):
H -0.049 0.058 -0.031
C -0.873 2.472 -0.091
C -0.233 -0.352 -0.105

The value obtained for the frontier orbital gap is 0.305 Ha. Its structure (SMILES) is c1ccc(Cc2ccc3c(c2)Sc2ccccc2N3c2ccccc2)cc1.COP(=O)(OC)OC.COP(=O)(OC)OC.COP(=O)(OC)OC. The HOMO energy comes out at -7.77 eV. The spin multiplicity is 1.